Record 1
One molecule with the formula C22H33N3O2 in a non-equilibrium geometry, computed with ωB97M-V with the def2-TZVPD basis set.

## Properties
- SMILES: C[C@@H](NC(=O)C(=O)NN=C1CCCCCCCCCCC1)c1ccccc1
- Energy: -31915.6718 eV
- HOMO-LUMO gap: 0.3587 Eh

Geometry as ORCA input:
```
! RIJCOSX wB97M-V def2-TZVPD def2/J DEFGRID3
* xyz 0 1
C -4.9739 -1.9741 -1.7332
H -4.6553 -1.3771 -2.5854
H -5.9992 -1.7080 -1.4911
H -4.9376 -3.0264 -2.0044
C -4.0694 -1.7017 -0.5355
N -2.7146 -2.1047 -0.8500
C -1.7578 -2.2388 0.0712
O -1.9138 -2.2851 1.2808
C -0.3621 -2.2435 -0.5638
O -0.2011 -2.1567 -1.7653
N 0.5804 -2.2368 0.3974
N 1.8735 -1.9296 0.1438
C 2.6233 -1.4225 1.0329
C 4.0468 -1.1375 0.6388
H 4.3606 -0.1995 1.1020
C 4.3002 -1.0967 -0.8764
H 3.4241 -1.4955 -1.3833
C 4.6231 0.3019 -1.4106
H 4.7979 0.2247 -2.4861
C 3.5436 1.3526 -1.1514
H 3.3342 1.3772 -0.0838
C 2.2455 1.1028 -1.9143
C 1.1576 2.1425 -1.6122
H 0.2247 1.7997 -2.0663
H 1.4270 3.0889 -2.0889
C 0.9192 2.4186 -0.1229
H 1.8062 2.9011 0.2912
H 0.1013 3.1364 -0.0276
C 0.5999 1.1524 0.6798
C 1.2147 1.1576 2.0802
C 1.0988 -0.2010 2.7786
H 1.1006 -0.0460 3.8607
H 0.1311 -0.6395 2.5270
C 2.2574 -1.1777 2.4819
H 3.1488 -0.8097 2.9944
H 2.0024 -2.1444 2.9320
H 0.7089 1.9137 2.6854
H 2.2685 1.4415 2.0219
H 0.9875 0.2989 0.1346
H -0.4821 1.0233 0.7643
H 1.8754 0.1034 -1.6873
H 2.4496 1.1264 -2.9875
H 3.9364 2.3337 -1.4330
H 5.5550 0.6464 -0.9519
H 5.1424 -1.7466 -1.1192
H 4.6562 -1.9243 1.0962
H 0.2171 -2.2735 1.3525
H -2.3889 -2.0328 -1.8075
C -4.1141 -0.2360 -0.1467
C -3.2478 0.6843 -0.7228
C -3.2966 2.0179 -0.3566
C -4.2164 2.4481 0.5836
C -5.0878 1.5376 1.1567
C -5.0344 0.2033 0.7950
H -5.7076 -0.5069 1.2533
H -5.8060 1.8658 1.8936
H -4.2518 3.4884 0.8715
H -2.6114 2.7210 -0.8073
H -2.5196 0.3631 -1.4537
H -4.3905 -2.3008 0.3250
*
```

Atomic partial charges in e from the Löwdin method, atoms 1 to 4: C -0.0281; H 0.0862; H 0.0844; H 0.0821

=====

Record 2
C22H33N3O2S3Sc as an isolated structure in a non-equilibrium geometry, computed with ωB97M-V with the def2-TZVPD basis set.

## Properties
- Energy: -85099.4216 eV
- HOMO-LUMO gap: 0.2618 Eh

Geometry as ORCA input:
```
! RIJCOSX wB97M-V def2-TZVPD def2/J DEFGRID3
* xyz 3 1
Sc -0.0263 -0.3631 0.0696
C -2.6033 1.1372 1.9873
C -1.5314 1.2902 3.0533
S 0.0449 0.4180 2.6712
C 1.2936 1.7652 2.8294
C 1.1121 2.9819 1.9441
S 0.9359 2.6045 0.1462
C -0.4529 3.7135 -0.2885
C -1.7624 3.3727 0.4001
S -2.1762 1.5802 0.2568
H -2.9019 0.0884 1.9045
H -3.4687 1.7428 2.2611
H -1.2842 2.3307 3.2589
H -1.9028 0.8440 3.9792
H 1.2819 2.0715 3.8776
H 2.2419 1.2635 2.6351
H 0.2413 3.5661 2.2346
H 1.9936 3.6177 2.0453
H -0.1474 4.7348 -0.0504
H -0.5479 3.6196 -1.3709
H -1.7505 3.6184 1.4602
H -2.5796 3.9221 -0.0697
N 2.3554 -0.2550 -0.2755
C 3.0737 -1.4369 0.2860
C 2.2764 -2.6856 -0.0700
N 0.9029 -2.5251 0.4837
H 2.6012 -0.2206 -1.2734
H 2.8130 0.5784 0.1084
H 3.1320 -1.3323 1.3752
H 4.0933 -1.5156 -0.1054
H 2.7733 -3.5801 0.3233
H 2.2013 -2.7849 -1.1611
H 0.9658 -2.7244 1.4896
H 0.3378 -3.2943 0.1076
C -4.1256 -2.0962 -3.9486
O -4.0600 -1.9174 -2.5367
C -4.4085 -0.7380 -1.9969
C -4.5483 0.4465 -2.7235
C -5.0243 1.5962 -2.1273
C -5.3903 1.5980 -0.7841
C -5.2503 0.4451 -0.0464
C -4.7281 -0.7210 -0.6181
N -4.7276 -1.8732 0.1730
C -4.0233 -2.9712 0.1117
C -2.8752 -3.2618 -0.6922
C -2.8294 -4.5525 -1.2546
C -1.9051 -4.8833 -2.2210
C -0.9636 -3.9395 -2.6317
C -0.9081 -2.7089 -2.0091
C -1.8330 -2.3412 -1.0126
O -1.6465 -1.2100 -0.3458
H -4.0793 -3.1730 -4.1047
H -3.2810 -1.6201 -4.4544
H -5.0637 -1.7130 -4.3540
H -4.3083 0.4517 -3.7728
H -5.1366 2.4901 -2.7190
H -5.8102 2.4839 -0.3357
H -5.5559 0.4277 0.9900
H -5.4940 -1.8722 0.8487
H -4.3983 -3.7955 0.7092
H -3.5860 -5.2690 -0.9705
H -1.9296 -5.8595 -2.6801
H -0.2768 -4.1782 -3.4299
H -0.1537 -1.9610 -2.2925
*
```

Atomic partial charges in e from the Löwdin method, atoms 1 to 4: Sc 0.9424; C -0.4683; C -0.4278; S 0.8846

=====

Record 3
One molecule with the formula C22H33N3O7S in a non-equilibrium geometry, computed with ωB97M-V with the def2-TZVPD basis set.

## Properties
- SMILES: COc1ccc(CNC(=O)C2CCN(S(=O)(=O)N3CCC4(CC3)OCCO4)CC2)c(OC)c1
- Energy: -52964.2919 eV
- HOMO-LUMO gap: 0.2995 Eh

Geometry as ORCA input:
```
! RIJCOSX wB97M-V def2-TZVPD def2/J DEFGRID3
* xyz 0 1
C 0.4918 -6.6964 -1.4814
H 0.1361 -6.2004 -0.7303
O -0.1375 -6.4943 -2.7421
C -0.2488 -5.0517 -3.1393
C -0.9823 -4.6580 -4.3830
C -1.1923 -3.4641 -4.6823
C -0.6737 -2.3753 -4.0071
C 0.3806 -2.6573 -2.9919
C 0.4927 -3.9365 -2.4390
H 0.9522 -4.1326 -1.6073
O 0.9673 -1.7182 -2.2502
C 1.6914 -1.7059 -1.0879
H 2.4310 -2.1624 -1.4090
H 0.9087 -2.2723 -0.3501
H 1.8671 -0.6546 -0.9119
C -0.7319 -1.0462 -4.5668
N -1.1832 -0.0422 -3.7253
C -2.4003 0.3143 -3.4480
O -3.1096 -0.0255 -4.3801
C -2.6241 0.9462 -2.0666
C -1.5448 2.2553 -1.9656
C -1.8491 2.7307 -0.3450
N -1.6764 1.6808 0.5672
S -0.2254 1.2896 1.0051
O 1.0178 1.2786 -0.3548
O -0.1807 0.0917 1.5833
N 0.1748 2.8354 1.6393
C 1.8051 2.8726 1.7999
C 2.3315 2.1357 2.8821
H 2.2449 1.0407 2.4665
H 3.5762 2.3017 2.8444
C 1.8716 2.3272 4.1173
O 1.9923 3.5187 4.6395
C 2.5130 3.6196 5.8804
H 3.2293 4.4012 6.0389
C 3.3015 1.9440 6.0026
H 3.3888 1.6958 6.8121
O 2.1757 1.2662 5.2515
H 4.2548 2.1477 5.5518
H 1.8044 3.5159 6.8800
C 0.0919 1.8784 4.0623
C -0.4945 2.7484 3.2621
H -1.4400 2.5762 2.9226
H -0.4351 3.9698 3.3128
H 0.2948 0.9168 3.8770
H -0.2499 2.0580 4.8909
H 1.9776 2.8749 0.6905
H 1.6640 4.0606 1.9418
C -2.4965 0.6279 0.2834
C -2.3904 0.0014 -0.8741
H -1.3564 -0.4771 -1.0548
H -3.0843 -0.8474 -1.1788
H -3.5697 0.9540 0.2341
H -2.5823 -0.0314 1.1078
H -2.9521 3.1857 -0.5120
H -1.1610 3.3612 -0.2330
H -0.5604 1.9622 -2.0898
H -1.8453 2.9878 -2.6090
H -3.5692 1.2655 -2.1636
H -0.6545 -0.1896 -2.8726
H -1.3759 -1.0147 -5.5789
H 0.2392 -0.7919 -5.0810
H -1.6669 -3.3833 -5.6673
H -1.5485 -5.5829 -4.5336
H 0.3753 -7.6576 -1.3807
H 1.5498 -6.3684 -1.6533
*
```

Atomic partial charges in e from the Löwdin method, atoms 1 to 4: C -0.0726; H 0.0352; O -0.1135; C -0.0519

=====

Record 4
C22H33N7O4PPdS2 as an isolated structure in a non-equilibrium geometry, computed with ωB97M-V with the def2-TZVPD basis set.

## Properties
- Energy: -76399.3333 eV
- HOMO-LUMO gap (alpha / beta): 0.2173 / 0.1999 Eh

Geometry as ORCA input:
```
! RIJCOSX wB97M-V def2-TZVPD def2/J DEFGRID3
* xyz 2 2
Pd -0.6184 0.1355 0.2044
C -1.3652 -2.8832 5.4948
C -2.4207 -2.2969 4.5975
O -1.9904 -2.4653 3.2030
P -2.0827 -1.3200 2.1537
S -1.5615 -2.0121 0.3625
S -0.8924 0.2450 2.5957
O -3.5988 -0.9116 2.2176
C -4.2113 0.1513 1.4459
C -5.5551 -0.3233 0.9578
H -1.6424 -2.7134 6.5360
H -0.3989 -2.4129 5.3135
H -1.2691 -3.9561 5.3347
H -2.5853 -1.2369 4.7960
H -3.3730 -2.8153 4.6766
H -3.5577 0.4079 0.6107
H -4.2948 1.0158 2.1040
H -5.4409 -1.1636 0.2730
H -6.0635 0.4881 0.4332
H -6.1806 -0.6377 1.7927
N 1.0109 1.7825 0.1291
C 2.2691 1.4929 -0.4290
C 3.5139 1.8666 0.2976
C 3.9956 3.3255 0.1811
C 4.7594 3.6604 -1.0951
N 4.0583 3.4564 -2.3733
C 3.1231 4.2523 -2.8689
N 2.5147 3.9463 -4.0175
N 2.7555 5.3533 -2.2070
C 2.9284 -1.4724 0.0054
O 4.0780 -1.5045 -0.1210
O 1.7726 -1.4205 0.1142
H 0.4291 2.4032 -0.4276
H 1.0775 2.1445 1.0749
H 2.2558 1.0415 -1.4114
H 4.3317 1.2034 0.0026
H 3.3427 1.6738 1.3643
H 4.7146 3.5029 0.9841
H 3.1626 4.0134 0.3549
H 5.6483 3.0339 -1.1535
H 5.1249 4.6895 -1.0667
H 4.2941 2.6351 -2.9065
H 2.8253 3.1673 -4.5737
H 1.8949 4.6010 -4.4645
H 3.3016 5.6743 -1.4255
H 2.1728 6.0404 -2.6566
N -6.2009 4.5112 -0.8238
C -7.4407 4.7664 -1.3748
C -8.4800 5.6310 -0.9977
C -9.5947 5.6107 -1.7912
C -9.6988 4.7613 -2.9206
C -8.6823 3.9125 -3.2731
C -7.5327 3.9175 -2.4766
N -6.3695 3.1630 -2.5909
C -5.6229 3.5427 -1.6028
C -4.2804 2.9740 -1.3687
C -3.4264 3.3980 -0.3610
C -2.2178 2.7450 -0.1810
N -1.8067 1.7302 -0.9449
C -2.6222 1.3536 -1.9443
C -3.8471 1.9387 -2.1878
H -5.8147 4.9562 -0.0109
H -8.4169 6.2717 -0.1284
H -10.4228 6.2643 -1.5501
H -10.6040 4.7868 -3.5123
H -8.7514 3.2648 -4.1369
H -3.6835 4.2119 0.3047
H -1.5693 3.0300 0.6424
H -2.2761 0.5337 -2.5608
H -4.4840 1.5926 -2.9906
*
```

Atomic partial charges in e from the Löwdin method, atoms 1 to 4: Pd 0.4096; C -0.0599; C -0.2378; O -0.3028